DFT (ωB97M-V with the def2-TZVPD basis set) results for C24H27F5N2O2PSZr as an isolated structure.

Each line ends with the Löwdin charge.
Element x y z (Å)
1 Zr 0.4143 -0.2446 -0.3040  1.56
2 O 2.3275 6.4640 0.2733  -0.02
3 C 3.3291 5.5109 0.0627  -0.18
4 C 2.6742 4.1674 -0.0617  -0.10
5 C 3.4387 3.0210 -0.2799  0.05
6 C 2.8120 1.8055 -0.3778  -0.07
7 N 1.4669 1.6828 -0.2594  -0.10
8 C 0.7127 2.7993 -0.0951  -0.17
9 C 1.2873 4.0434 0.0231  0.10
10 C -0.7584 2.5723 -0.0923  -0.16
11 C -1.6615 3.5979 0.0659  0.10
12 C -3.0297 3.3376 0.0168  -0.10
13 C -4.0288 4.4437 0.1712  -0.18
14 O -3.3274 5.6332 0.3858  -0.02
15 C -3.4465 2.0211 -0.1866  0.05
16 C -2.5068 1.0353 -0.3281  -0.09
17 N -1.1698 1.2806 -0.2861  -0.09
18 H 2.7129 7.3445 0.3457  0.13
19 H 4.0484 5.4596 0.8906  0.16
20 H 3.9028 5.6899 -0.8561  0.16
21 H 4.5154 3.0714 -0.3771  0.15
22 H 3.3749 0.8957 -0.5456  0.12
23 H 0.7005 4.9381 0.1671  0.13
24 H -1.3308 4.6139 0.2200  0.13
25 H -4.6916 4.1813 1.0067  0.16
26 H -4.6431 4.4674 -0.7389  0.16
27 H -3.9389 6.3726 0.4792  0.13
28 H -4.4960 1.7629 -0.2422  0.15
29 H -2.8102 0.0094 -0.4863  0.10
30 F 5.7976 -3.8839 1.2108  0.21
31 C 4.8578 -3.3257 0.4961  -0.10
32 C 3.9465 -2.4633 1.1166  -0.14
33 F 4.0124 -2.2019 2.4012  0.19
34 C 2.9859 -1.9206 0.3033  -0.17
35 F 2.0458 -1.0211 0.9045  -0.11
36 C 2.8426 -2.1256 -1.0563  -0.50
37 S 1.5771 -1.3801 -2.0751  0.75
38 C 3.7648 -2.9894 -1.6358  -0.23
39 F 3.7009 -3.2571 -2.9215  0.15
40 C 4.7650 -3.5864 -0.8653  -0.11
41 F 5.6209 -4.3965 -1.4303  0.21
42 C 0.2855 -4.7254 -0.1807  -0.11
43 C -0.5189 -3.9950 0.8866  -0.35
44 P -1.1247 -2.3320 0.4551  0.87
45 C -1.7576 -2.3931 -1.2676  -0.43
46 C -3.1580 -2.9620 -1.5247  -0.09
47 C -2.3427 -1.9300 1.7573  -0.38
48 C -3.6966 -2.6419 1.7535  -0.11
49 H 0.7041 -5.6359 0.2450  0.10
50 H 1.1163 -4.1255 -0.5573  0.05
51 H -0.3328 -5.0206 -1.0275  0.09
52 H 0.0449 -3.8730 1.8151  0.10
53 H -1.4185 -4.5588 1.1542  0.10
54 H -0.9985 -2.9888 -1.7828  0.06
55 H -1.6858 -1.4009 -1.7580  0.05
56 H -3.2929 -3.9129 -1.0102  0.09
57 H -3.2803 -3.1372 -2.5921  0.10
58 H -3.9481 -2.2881 -1.2022  0.07
59 H -2.4668 -0.8463 1.8228  0.06
60 H -1.7823 -2.2026 2.6608  0.10
61 H -4.3605 -2.2547 0.9854  0.07
62 H -4.1790 -2.4839 2.7166  0.10
63 H -3.6027 -3.7180 1.6112  0.08

Calculated values
- energy relative to the best compared isomer or geometry (same formula, charge and spin) (kJ/mol) = 4.0
- total energy (eV) = -67367.5266
- gap between HOMO and LUMO (Ha) = 0.24529
- F_max (eV Å⁻¹) = 0.84
- charge = +3

DFT (ωB97M-V with the def2-TZVPD basis set) results for a 3-piece molecular cluster, C24H27N2O8 overall at a distorted geometry.

Each line ends with the Löwdin charge.
Element x y z (Å)
1 C -0.3045 4.3140 2.6509  -0.06
2 C -0.6641 2.8404 2.2933  -0.23
3 C 0.2089 1.9129 1.5856  -0.01
4 C -0.2515 0.5489 1.2829  -0.05
5 C -1.5776 0.0689 1.6455  -0.04
6 C -2.4681 0.9977 2.3710  -0.20
7 C -3.9319 0.5973 2.7937  -0.09
8 C -4.9238 1.6376 2.1334  -0.26
9 C -5.7094 2.5140 3.1769  -0.16
10 N -6.7925 3.3590 2.5993  -0.06
11 C -6.7283 3.4691 1.1210  -0.18
12 C -6.4874 2.1015 0.3639  -0.10
13 N -5.9918 0.9905 1.2657  0.08
14 C -1.9942 2.3588 2.6834  -0.01
15 H 0.2883 4.4279 3.5906  0.09
16 H 0.2190 4.7663 1.7612  0.09
17 H -1.2620 4.8985 2.7618  0.08
18 H 1.2195 2.2556 1.2683  0.09
19 H 0.4218 -0.1735 0.7538  0.10
20 H -1.9656 -0.9507 1.4042  0.10
21 H -4.0124 0.6970 3.9102  0.13
22 H -4.1345 -0.4725 2.5319  0.12
23 H -4.3095 2.2538 1.4169  0.15
24 H -6.2199 1.7795 3.8751  0.13
25 H -4.9551 3.0637 3.7936  0.13
26 H -6.5804 4.3064 2.9344  0.12
27 H -7.6670 3.9144 0.6923  0.13
28 H -5.8899 4.1744 0.8515  0.13
29 H -7.3441 1.7703 -0.2826  0.14
30 H -5.6370 2.2857 -0.3545  0.14
31 H -5.5365 0.2735 0.6878  0.18
32 H -6.7265 0.6129 1.8757  0.19
33 H -2.7223 3.0300 3.2073  0.10
34 C 3.7815 0.4503 -0.7427  0.07
35 C 4.3121 -0.7764 -0.7975  -0.23
36 C 5.1026 -1.3372 0.3415  -0.31
37 O 5.5512 -2.4641 0.2569  0.12
38 C 5.3060 -0.4919 1.5175  0.08
39 C 4.7782 0.7349 1.5699  -0.23
40 C 3.9654 1.2840 0.4422  -0.32
41 O 3.4861 2.4018 0.5396  0.08
42 O 4.9541 1.5322 2.6410  0.11
43 O 4.1594 -1.5619 -1.8762  0.11
44 H 3.2061 0.8664 -1.5586  0.14
45 H 5.8939 -0.9014 2.3274  0.14
46 H 4.4767 2.3581 2.4339  0.12
47 H 4.6328 -2.3906 -1.6640  0.11
48 C 5.4446 -5.0645 -5.4033  0.08
49 C 5.1518 -5.1467 -4.1020  -0.23
50 C 3.7382 -5.1241 -3.6165  -0.32
51 O 3.5100 -5.2198 -2.4229  0.10
52 C 2.6740 -4.9810 -4.6079  0.07
53 C 2.9665 -4.8955 -5.9096  -0.23
54 C 4.3785 -4.9454 -6.3973  -0.31
55 O 4.5985 -4.8824 -7.5918  0.12
56 O 2.0043 -4.7609 -6.8402  0.11
57 O 6.1166 -5.2547 -3.1675  0.10
58 H 6.4629 -5.0819 -5.7671  0.14
59 H 1.6569 -4.9481 -4.2426  0.13
60 H 2.4727 -4.7234 -7.6969  0.12
61 H 5.6490 -5.3000 -2.3111  0.12

Calculated values
- total energy (eV) = -44677.0480
- gap between HOMO and LUMO (Ha) = 0.28823
- F_max (eV Å⁻¹) = 2.80
- charge = +1

DFT (ωB97M-V with the def2-TZVPD basis set) results for one molecule with the formula C24H27N5O3.

Each line ends with the Löwdin charge.
Element x y z (Å)
1 O 2.0613 -1.8283 -1.3329  0.06
2 C 2.3681 -0.6597 -1.2178  -0.51
3 N 1.8687 0.3352 -1.9759  0.08
4 C 0.7950 0.1319 -2.9120  -0.14
5 H 1.0172 0.6708 -3.8388  0.12
6 H 0.7328 -0.9384 -3.1216  0.13
7 C -0.5454 0.6308 -2.3356  -0.10
8 N -1.5551 0.7034 -3.3516  -0.17
9 C -1.6736 1.6382 -4.3160  -0.08
10 C -2.7438 1.2738 -5.0994  -0.07
11 C -3.2080 0.0855 -4.5218  -0.15
12 N -2.4775 -0.2432 -3.4739  0.07
13 H -4.0330 -0.5293 -4.8219  0.10
14 H -3.1357 1.7848 -5.9546  0.09
15 H -1.0141 2.4811 -4.3690  0.12
16 H -0.3998 1.6255 -1.9002  0.13
17 H -0.8952 -0.0582 -1.5639  0.11
18 H 2.1437 1.2928 -1.7664  0.10
19 C 3.3779 -0.1748 -0.1858  -0.02
20 H 3.7152 -1.0410 0.3839  0.12
21 H 4.2390 0.2476 -0.7082  0.13
22 C 2.7462 0.8862 0.7687  -0.21
23 N 2.9680 0.6682 2.1784  -0.12
24 C 4.3506 0.8770 2.5383  -0.16
25 C 4.6268 2.3721 2.3890  -0.15
26 N 4.2019 2.8222 1.0828  0.10
27 C 3.2690 2.2397 0.3181  -0.44
28 O 2.9111 2.7306 -0.7432  0.04
29 H 4.5249 3.7290 0.7727  0.15
30 H 4.0748 2.9176 3.1644  0.12
31 H 5.6939 2.5809 2.5050  0.12
32 H 5.0512 0.3017 1.9114  0.13
33 H 4.5051 0.5858 3.5784  0.13
34 C 2.3280 -0.5282 2.7097  -0.13
35 C 0.8342 -0.3912 2.5747  -0.21
36 C 0.1603 -1.0086 1.5326  0.05
37 C -1.2101 -0.8225 1.3717  -0.25
38 C -1.9099 -0.0150 2.2626  -0.02
39 C -1.2348 0.5880 3.3079  -0.07
40 C 0.1274 0.4076 3.4654  -0.04
41 H 0.6492 0.8916 4.2768  0.11
42 H -1.7796 1.2134 3.9996  0.11
43 H -2.9695 0.1445 2.1271  0.12
44 O -1.7812 -1.3830 0.2645  0.02
45 C -3.0813 -1.8286 0.2960  -0.25
46 C -3.7962 -1.7757 -0.8963  0.00
47 C -5.0879 -2.2661 -0.9355  -0.08
48 C -5.6722 -2.8066 0.1983  -0.10
49 C -4.9500 -2.8697 1.3774  -0.09
50 C -3.6549 -2.3872 1.4326  -0.03
51 H -3.0854 -2.4523 2.3488  0.12
52 H -5.3924 -3.3027 2.2627  0.10
53 H -6.6834 -3.1837 0.1628  0.10
54 H -5.6422 -2.2217 -1.8610  0.10
55 H -3.3298 -1.3565 -1.7767  0.08
56 H 0.6794 -1.6346 0.8224  0.12
57 H 2.5963 -0.5922 3.7673  0.13
58 H 2.6638 -1.4509 2.2129  0.13
59 H 1.6609 0.8922 0.6151  0.15

Calculated values
- SMILES = O=C(C[C@@H]1C(=O)NCCN1Cc1cccc(Oc2ccccc2)c1)NCCn1cccn1
- energy relative to the best compared isomer or geometry (same formula, charge and spin) (kJ/mol) = 140.9
- total energy (eV) = -38919.8986
- gap between HOMO and LUMO (Ha) = 0.32310
- F_max (eV Å⁻¹) = 0.75
- charge = 0